No. 1
DFT (ωB97M-V/def2-TZVPD) results for a 2-piece molecular cluster, C2H3ClO2S overall in a non-equilibrium geometry.

Computed properties:
molecular weight: 126.6 g/mol
LUMO energy (alpha / beta): 0.0264 / -0.0895 Ha
multiplicity: 3

```
9
Properties=species:S:1:pos:R:3:forces:R:3
C 1.209017 0.670348 0.229416 1.5 0.9 1.6
C 0.729111 -0.567919 -0.146395 -0.6 -1.7 0.7
O -2.139345 -0.290363 -0.209617 -1.0 -1.7 -1.0
O 0.316036 -0.887691 -1.224682 -0.2 0.2 -1.4
S -2.052522 1.040365 0.607360 0.5 1.2 0.5
Cl 0.561923 -1.796253 1.128028 0.3 0.0 0.5
H 1.796363 0.874851 1.148969 -0.8 -0.4 -0.7
H 1.167806 1.400233 -0.524280 0.0 1.0 -0.8
H -1.588391 -0.443568 -1.008801 0.4 0.5 0.6
```
Forces are in eV/Å.

No. 2
DFT (ωB97M-V/def2-TZVPD) results for C14H31N7O4RhS as an isolated structure.

Computed properties:
molecular weight: 496.4 g/mol
LUMO energy (alpha / beta): -0.3027 / -0.4979 Ha
total charge: +3
multiplicity: 5

```
58
Properties=species:S:1:pos:R:3:forces:R:3
Rh 0.274162 -0.161410 -0.350094 -0.1 0.0 0.2
N -1.588223 -1.371870 0.097792 0.0 0.0 0.0
C -1.261567 -2.743863 0.575315 -0.1 0.0 -0.1
C -0.138703 -2.661906 1.585092 0.0 0.0 0.0
N 1.055121 -1.953800 1.062912 0.0 -0.1 0.0
C 1.843735 -1.373060 2.179638 0.0 0.0 0.0
C 2.527204 -0.097749 1.744018 0.0 0.1 -0.1
N 1.484814 0.846004 1.263559 0.0 0.0 0.1
C 1.924824 -2.828227 0.235629 0.0 0.0 0.0
C 1.591263 -2.794337 -1.241761 0.0 0.1 -0.1
N 1.555450 -1.382664 -1.708777 0.1 0.0 -0.1
H -2.130633 -0.899597 0.818354 0.0 0.0 0.0
H -2.212640 -1.431385 -0.702939 0.0 0.0 0.0
H -1.001247 -3.346070 -0.291102 0.0 0.0 0.0
H -2.133863 -3.210137 1.034925 0.0 0.0 0.0
H 0.120674 -3.662894 1.942218 0.0 0.0 0.0
H -0.498319 -2.103082 2.450611 0.0 0.0 0.0
H 2.576585 -2.087912 2.562477 0.0 0.0 0.0
H 1.166298 -1.153197 3.005706 0.0 0.0 0.0
H 3.215257 -0.279869 0.916594 0.0 0.0 0.0
H 3.104056 0.330027 2.564552 0.0 0.0 0.0
H 1.909191 1.719010 0.962672 0.0 0.0 0.0
H 0.883438 1.098485 2.045711 0.0 0.0 0.0
H 1.893012 -3.859148 0.599713 0.0 0.0 0.0
H 2.955677 -2.491363 0.363327 0.0 0.0 0.0
H 0.620590 -3.230867 -1.461871 0.0 0.0 0.0
H 2.334735 -3.366611 -1.798449 0.0 0.0 0.0
H 1.248794 -1.357111 -2.678084 0.0 0.0 0.0
H 2.505954 -1.017678 -1.727446 0.0 0.0 0.0
C 1.633753 7.622346 -3.959803 -0.1 -0.1 0.1
C 0.885085 8.100519 -2.767721 0.1 0.5 -0.2
S 0.055289 6.600136 -1.799869 -0.4 -0.4 -0.2
O -0.563503 7.256673 -0.687052 0.1 0.0 0.1
O 1.004692 5.532791 -1.706116 0.1 0.2 0.2
C -1.351925 6.006453 -2.929970 0.2 0.0 0.2
C -1.180394 4.571280 -3.387268 -0.4 -0.1 0.0
N -1.321986 3.506854 -2.381404 -0.1 0.0 0.2
C -0.343628 2.600116 -2.104164 0.0 0.1 -0.1
N -0.763903 1.688036 -1.238266 0.2 -0.1 -0.1
C -2.067383 1.990590 -0.941937 0.0 0.0 -0.1
C -2.434208 3.084323 -1.641599 0.1 0.3 -0.1
N -3.782242 3.616537 -1.680335 -0.2 0.0 -0.6
O -4.581566 3.061642 -0.977673 0.0 0.0 0.3
O -4.025462 4.511660 -2.473632 0.6 0.2 0.1
C 0.987494 2.602317 -2.763927 0.1 -0.1 0.0
H 2.089750 8.544503 -4.355980 0.0 0.0 0.0
H 0.994681 7.224372 -4.746691 0.0 0.0 0.0
H 2.439975 6.934904 -3.716423 0.0 0.0 0.0
H -0.002172 8.709114 -2.947388 0.0 0.0 0.0
H 1.471127 8.506874 -1.941346 0.1 -0.1 0.0
H -1.329437 6.708398 -3.763699 0.0 -0.1 -0.1
H -2.215409 6.193770 -2.304576 -0.3 0.0 0.1
H -0.225161 4.434365 -3.885563 0.0 -0.1 0.0
H -1.971106 4.441801 -4.134096 0.0 0.0 0.0
H -2.688329 1.410197 -0.281914 0.0 0.0 0.0
H 0.889492 2.506372 -3.846461 0.0 0.0 0.0
H 1.556083 1.743589 -2.410635 0.0 0.0 0.0
H 1.557353 3.503806 -2.541182 0.0 -0.1 0.0
```
Forces are in eV/Å.

No. 3
DFT (ωB97M-V/def2-TZVPD) results for C37H26Cl3IrN6OS2Se as an isolated structure in a non-equilibrium geometry.

Computed properties:
molecular weight: 1012.3 g/mol
LUMO energy (alpha / beta): -0.0338 / -0.0513 Ha

```
77
Properties=species:S:1:pos:R:3:forces:R:3
Ir -0.174333 0.550666 0.301706 0.6 1.2 0.0
S -0.847852 -1.106394 4.431708 0.0 -0.1 0.0
C 0.101883 0.328458 4.668875 0.0 0.0 0.0
C 0.559735 0.867067 5.867099 0.0 0.0 0.0
C 1.325818 2.014664 5.811754 0.0 0.0 -0.1
C 1.630030 2.608757 4.581159 0.0 0.0 0.1
C 1.170702 2.074289 3.395305 0.0 0.0 -0.1
C 0.390114 0.920086 3.436568 0.1 0.0 0.0
N -0.143728 0.228783 2.350342 0.1 0.2 0.1
C -0.790643 -0.844880 2.729219 -0.1 -0.2 -0.1
C -1.397237 -1.661713 1.708282 -0.1 -0.1 0.0
C -2.093473 -2.847712 1.939533 0.0 0.0 0.1
C -2.651375 -3.520159 0.872575 0.0 -0.1 0.0
C -2.514146 -3.004845 -0.416653 0.0 0.1 0.0
C -1.810159 -1.833575 -0.652729 -0.1 -0.1 -0.1
C -1.232349 -1.142884 0.411932 0.7 0.3 0.3
H 0.316127 0.403988 6.814236 0.0 0.0 0.0
H 1.688800 2.459738 6.728254 0.0 0.0 0.0
H 2.229107 3.508976 4.555803 0.0 0.0 0.0
H 1.409236 2.539025 2.448363 0.0 0.0 0.0
H -2.192697 -3.234860 2.948019 0.0 0.0 0.0
H -3.196542 -4.439986 1.035835 0.0 0.0 0.0
H -2.966958 -3.524573 -1.251605 0.0 0.0 0.0
H -1.712870 -1.460406 -1.662439 0.0 0.0 0.0
N -0.278735 0.683471 -1.674518 0.1 0.1 -0.4
C -0.061863 0.792598 -2.817661 0.0 0.3 0.2
N 0.060259 0.785343 -4.068468 -0.3 -0.6 -0.3
C 0.699888 1.565069 -4.903226 0.1 0.3 0.2
N 1.235797 2.199249 -5.709361 0.0 0.0 0.0
Cl 9.738970 -3.356185 5.847414 0.0 0.0 0.0
C 8.371473 -2.862413 4.904433 0.0 0.0 0.0
C 7.504136 -1.902617 5.399498 0.0 0.0 0.0
C 6.397221 -1.546088 4.649267 0.0 0.0 0.0
C 6.136571 -2.129268 3.414015 0.0 0.0 0.0
C 4.881661 -1.775015 2.643833 0.0 0.0 -0.1
C 5.183412 -0.754656 1.547413 0.0 0.0 0.1
N 4.019812 -0.532942 0.705043 0.0 0.0 0.0
C 3.848246 -0.969823 -0.591186 0.0 0.0 0.0
C 2.581428 -0.631376 -0.943565 0.0 0.0 -0.1
N 1.980488 0.002327 0.119044 -0.9 -0.7 -0.1
C 2.865405 0.037693 1.092230 0.1 0.0 0.0
O 3.891835 -1.190490 3.464307 0.0 0.1 0.0
C 2.956912 -2.098289 4.043238 0.0 0.0 0.1
C 3.528863 -2.843002 5.211025 -0.1 0.0 0.0
C 4.119929 -4.068561 5.163850 0.0 -0.1 0.1
Cl 4.270556 -5.089614 3.791889 0.0 0.0 0.0
S 4.753840 -4.564730 6.676455 0.0 0.0 0.0
C 4.210468 -3.118959 7.417342 0.0 0.0 0.0
C 3.580581 -2.304937 6.532614 0.0 0.0 -0.1
C 7.049092 -3.061704 2.934294 0.0 0.0 0.0
Cl 6.802233 -3.810693 1.381492 0.0 0.0 0.0
C 8.162541 -3.440726 3.665521 0.0 0.0 0.0
H 7.690310 -1.449371 6.362869 0.0 0.0 0.0
H 5.697738 -0.814260 5.029219 0.0 0.0 0.0
H 4.489500 -2.683543 2.172270 0.0 0.0 0.0
H 5.991901 -1.118296 0.916808 0.0 0.1 0.0
H 5.489377 0.183237 2.012236 0.0 0.0 0.0
H 4.631554 -1.467425 -1.134886 0.0 0.0 0.0
H 2.066834 -0.791176 -1.874524 0.0 0.0 0.0
H 2.721911 0.455457 2.071677 0.0 0.0 0.0
H 2.575724 -2.787462 3.282861 0.0 0.0 0.0
H 2.136727 -1.467783 4.385590 0.0 0.0 0.0
H 4.387729 -2.958362 8.468080 0.0 0.0 0.0
H 3.159516 -1.341953 6.789081 0.0 0.0 0.0
H 8.848730 -4.178562 3.275772 0.0 0.0 0.0
Se -0.639635 3.078864 0.614061 -0.2 -0.9 0.6
C -2.301429 3.671471 -0.106656 0.1 0.0 -0.4
C -2.427425 3.957793 -1.463760 0.0 0.0 0.0
C -3.619512 4.469821 -1.955282 0.0 0.0 0.0
C -4.688000 4.694680 -1.098228 0.0 0.0 0.0
C -4.562604 4.407572 0.254340 0.0 0.0 0.0
C -3.372610 3.897608 0.752074 0.0 0.0 0.0
H -1.592601 3.776878 -2.127661 0.0 0.0 0.0
H -3.711595 4.697363 -3.009451 0.0 0.0 0.0
H -5.619720 5.086763 -1.484995 0.0 0.0 0.0
H -5.392133 4.589341 0.925802 0.0 0.0 0.0
H -3.267306 3.674247 1.805584 0.0 0.0 0.0
```
Forces are in eV/Å.